Entry from OMol25: C2H7N3O in the gas phase (ωB97M-V/def2-TZVPD).

**Frontier orbital gap**: 10.0610 eV
**Energy relative to the best compared isomer or geometry (same formula, charge and spin)**: 82.85 kcal/mol
**SMILES**: [H]/N=C(\CN)NO
**LUMO level**: 0.75 eV
**Net charge**: 0
**HOMO level**: -0.342 Ha

```
13
Properties=species:S:1:pos:R:3:lowdin_charge:R:1
H -0.2606 2.5943 0.0045 0.01
N 0.5053 2.0118 -0.0447 0.15
C 0.3128 0.7690 0.0647 -0.46
C -0.9540 0.0807 0.5819 -0.22
N -1.5795 -0.9607 -0.2924 -0.04
N 1.2677 -0.1415 -0.4175 -0.08
O 1.6691 -1.1735 0.4237 -0.04
H -0.5901 -0.4157 1.5874 0.14
H -1.6495 0.9189 0.7725 0.10
H -0.9894 -1.8489 -0.5167 0.10
H -1.6492 -0.5406 -1.2495 0.07
H 2.0676 0.5646 -0.6982 0.17
H 1.8498 -1.8585 -0.2157 0.09
```

Entry from OMol25: C2H7N3O in the gas phase (ωB97M-V/def2-TZVPD).

**Frontier orbital gap**: 9.9852 eV
**Energy relative to the best compared isomer or geometry (same formula, charge and spin)**: 72.49 kcal/mol
**SMILES**: [H]/N=C(\N)NOC
**LUMO level**: 0.78 eV
**Net charge**: 0
**HOMO level**: -0.338 Ha

```
13
Properties=species:S:1:pos:R:3:lowdin_charge:R:1
H -1.3387 1.9416 -0.1619 0.05
N -0.5281 1.3078 -0.2090 0.10
C -0.9432 0.0778 -0.0446 -0.49
N -2.2575 -0.3675 0.1171 0.10
N 0.0906 -0.9343 0.1346 -0.01
O 1.2740 -0.6276 -0.5762 -0.21
C 2.1302 0.2703 0.2320 -0.08
H -2.9311 0.1826 -0.4336 0.11
H -2.3757 -1.3638 -0.0205 0.08
H -0.1579 -1.8580 -0.2075 0.12
H 1.7458 1.3106 0.2901 0.06
H 3.0719 0.2980 -0.3543 0.08
H 2.2198 -0.2377 1.2338 0.09
```

Entry from OMol25: C2H7N3O in the gas phase (ωB97M-V/def2-TZVPD).

**Frontier orbital gap**: 10.2261 eV
**Energy relative to the best compared isomer or geometry (same formula, charge and spin)**: 70.64 kcal/mol
**SMILES**: [H]/N=C(\N)N(C)O
**LUMO level**: 0.87 eV
**Net charge**: 0
**HOMO level**: -0.344 Ha

```
13
Properties=species:S:1:pos:R:3:lowdin_charge:R:1
H 0.2826 -2.4443 0.8075 0.05
N 0.6709 -1.5545 0.4894 0.11
C -0.1877 -0.7549 0.0159 -0.53
N -1.5883 -1.0659 -0.1153 0.08
N 0.2141 0.4430 -0.6729 -0.15
C 1.3715 1.0591 0.0653 -0.07
O -0.8652 1.3941 -0.5611 -0.06
H -2.2030 -0.2198 -0.0071 0.09
H -1.7546 -1.9450 0.4758 0.12
H 1.7074 1.9885 -0.3698 0.07
H 2.1240 0.2245 0.1292 0.08
H 1.0368 1.1908 1.2011 0.12
H -0.8084 1.6845 -1.4579 0.09
```

Entry from OMol25: 2 unconnected molecules or ions with the total composition C2H7N3O (ωB97M-V/def2-TZVPD).

**Frontier orbital gap (alpha / beta)**: 5.7826 / 8.2570 eV
**Energy relative to the best compared isomer or geometry (same formula, charge and spin)**: 140.28 kcal/mol
**LUMO level (alpha / beta)**: -1.38 / -0.22 eV
**Net charge**: 0
**HOMO level (alpha / beta)**: -0.263 / -0.312 Ha

```
13
Properties=species:S:1:pos:R:3:lowdin_charge:R:1
C -0.7905 -0.5643 -0.7309 0.10
N 1.1376 0.0374 0.5319 -0.06
C 0.6320 -0.3950 -0.7123 -0.50
N 0.4533 0.2139 1.7099 -0.03
O -1.4202 1.1434 0.2633 -0.11
N 1.3083 -0.4999 -1.8099 0.10
H -2.3148 0.9860 0.5885 0.06
H 1.8939 0.7056 0.4316 0.14
H 0.0714 -0.7014 1.9588 0.05
H -0.7094 0.9619 1.0974 0.06
H 2.2929 -0.2696 -1.6712 0.04
H -1.2675 -0.4840 -1.6974 0.09
H -1.2872 -1.1340 0.0404 0.08
```